Below is a molecular structure, C39H64GeN4O2SSi4Sn, with properties calculated with ωB97M-V/def2-TZVPD.

Its net charge is -2. The value obtained for the HOMO energy is -0.982 eV. The total energy comes out at -156233.7102 eV. For the relative energy (zero: lowest compared OMol25 entry of this formula, charge and spin), the calculation gives 0.1280 eV. The value obtained for the frontier orbital gap is 4.5 eV. The calculation puts the max |F| at 0.3 eV/A. The calculation puts the LUMO energy at 3.5312 eV.

The geometry in XYZ format:
```
116
Properties=species:S:1:pos:R:3:forces:R:3:mulliken_charge:R:1
Sn 1.376 0.443 0.297 0.1 0.0 0.1 0.770
N -0.864 0.049 0.878 0.1 0.0 0.0 -0.128
C -1.021 -0.653 2.164 0.0 0.0 0.0 -0.028
C -0.153 -0.037 3.262 0.0 0.0 0.0 -0.404
C 1.282 -0.558 3.257 0.0 0.0 0.0 0.824
O 1.795 -0.936 4.303 0.0 0.1 0.0 -0.802
O 1.871 -0.605 2.102 0.0 0.0 0.0 -0.587
H -1.255 0.986 0.906 -0.1 0.0 0.0 0.282
H -1.310 -0.479 0.130 0.0 -0.1 0.0 0.051
H -0.741 -1.693 1.988 0.0 0.0 0.0 -0.462
H -2.073 -0.649 2.468 0.0 0.0 0.0 0.386
H -0.578 -0.250 4.243 0.0 0.0 0.0 0.455
H -0.102 1.047 3.118 0.0 0.0 0.0 -0.088
S -1.234 0.579 -4.284 0.0 0.1 0.0 -0.245
C -1.534 -0.425 -5.558 0.0 -0.2 0.0 -0.204
N -2.140 -0.087 -6.748 0.0 0.0 0.0 -0.225
C -1.972 -1.158 -7.720 0.0 0.0 0.0 -0.596
C -1.839 -2.368 -6.791 0.0 0.0 0.0 -0.469
N -1.250 -1.744 -5.623 -0.1 0.2 -0.1 0.190
H -2.082 0.881 -7.012 0.0 0.0 0.0 0.263
H -1.062 -1.026 -8.316 0.0 0.0 0.0 0.281
H -2.829 -1.236 -8.388 0.0 0.0 0.0 0.335
H -1.197 -3.147 -7.200 0.0 0.0 0.0 0.401
H -2.819 -2.800 -6.560 0.0 0.0 0.0 0.235
H -1.022 -2.251 -4.782 -0.1 0.1 -0.1 -0.134
C 1.267 3.295 -2.494 0.0 0.0 -0.1 -0.881
C -0.084 4.011 -2.385 0.0 0.1 0.0 3.060
C 0.040 5.245 -1.484 0.0 0.0 0.0 -1.391
C -0.602 4.403 -3.773 0.0 0.0 0.0 -1.925
C -1.056 3.095 -1.759 0.2 -0.2 0.1 -0.680
N -1.765 2.363 -1.231 -0.2 0.0 0.0 -0.589
H 1.994 3.978 -2.941 0.0 0.0 0.0 0.400
H 1.183 2.402 -3.115 0.0 0.0 0.0 0.306
H 1.625 3.003 -1.505 0.0 0.0 0.0 -0.150
H 0.775 5.929 -1.913 0.0 0.0 0.0 0.378
H 0.384 4.958 -0.490 0.0 0.0 0.0 0.083
H -0.918 5.760 -1.393 0.0 0.0 0.0 0.427
H 0.123 5.074 -4.239 0.0 0.0 0.0 0.462
H -1.561 4.921 -3.700 0.0 0.0 0.0 0.410
H -0.730 3.522 -4.401 0.0 0.0 0.0 0.247
C 1.223 2.383 1.171 0.1 0.0 -0.1 -0.911
Ge 2.772 3.329 1.601 -0.1 0.0 0.0 2.100
C 4.337 2.158 1.869 0.0 0.0 0.0 -0.272
C 4.960 2.030 3.110 0.0 0.0 0.0 -0.297
C 6.008 1.139 3.304 0.0 0.0 0.0 -0.729
C 6.458 0.353 2.253 0.0 0.0 0.0 -0.422
C 5.850 0.461 1.010 0.0 0.0 0.0 -1.083
C 4.802 1.353 0.827 0.0 0.0 0.0 0.115
C 3.397 4.779 0.347 0.0 0.0 0.0 -0.080
C 4.326 4.563 -0.672 0.0 0.0 0.0 -0.238
C 4.646 5.553 -1.593 0.0 0.0 0.0 -0.653
C 4.037 6.800 -1.518 0.0 0.0 0.0 -0.378
C 3.116 7.043 -0.508 0.0 0.0 0.0 -0.662
C 2.808 6.045 0.408 0.0 0.0 0.0 -0.273
C 2.632 4.421 3.269 0.0 0.0 0.0 -0.286
C 1.476 4.334 4.041 0.0 0.0 0.0 -0.642
C 1.317 5.098 5.192 0.0 0.0 0.0 -0.431
C 2.324 5.965 5.595 0.0 0.0 0.0 -0.367
C 3.488 6.063 4.840 0.0 0.0 0.0 -0.696
C 3.632 5.299 3.689 0.0 0.0 0.0 -0.032
H 0.499 3.007 0.633 -0.1 0.0 0.0 -0.118
H 4.608 2.621 3.948 0.0 0.0 0.0 0.278
H 6.458 1.041 4.285 0.0 0.0 0.0 0.367
H 7.261 -0.358 2.407 0.0 0.0 0.0 0.330
H 6.172 -0.169 0.189 0.0 0.0 0.0 0.370
H 4.318 1.395 -0.144 0.0 0.0 0.0 0.445
H 4.814 3.598 -0.753 0.0 0.0 0.0 0.198
H 5.371 5.351 -2.373 0.0 0.0 0.0 0.373
H 4.282 7.574 -2.237 0.0 0.0 0.0 0.343
H 2.636 8.014 -0.434 0.0 0.0 0.0 0.357
H 2.090 6.258 1.194 0.0 0.0 0.0 0.334
H 0.700 3.645 3.718 0.0 0.0 0.0 0.046
H 0.409 5.015 5.778 0.0 0.0 0.0 0.370
H 2.206 6.561 6.493 0.0 0.0 0.0 0.337
H 4.280 6.736 5.151 0.0 0.0 0.0 0.356
H 4.541 5.392 3.101 0.0 0.0 0.0 0.379
C -0.238 -3.892 -3.736 0.1 -0.2 0.1 -1.425
Si -1.667 -4.296 -2.541 -0.1 0.0 0.0 0.450
C -3.199 -3.370 -3.196 0.0 0.0 0.0 -1.023
C -2.050 -6.114 -2.966 0.1 0.0 0.0 -1.043
Si -1.166 -3.529 -0.406 -0.1 0.0 0.0 0.235
Si -2.945 -4.461 0.786 -0.1 0.0 0.0 0.607
C -2.641 -4.391 2.662 0.0 0.0 0.0 -1.142
C -3.529 -6.259 0.531 0.0 0.0 0.0 -1.174
C -4.533 -3.445 0.462 0.0 0.0 0.0 -1.376
Si 0.635 -4.872 0.236 0.0 0.0 0.0 0.314
C 2.190 -4.393 -0.735 0.0 0.0 0.0 -1.067
C 0.505 -6.764 0.057 0.0 0.0 0.0 -1.115
C 1.071 -4.567 2.048 0.0 0.0 0.0 -0.841
H -0.502 -4.075 -4.787 0.1 -0.1 0.1 0.382
H 0.613 -4.535 -3.503 0.0 0.0 0.0 0.326
H 0.114 -2.862 -3.620 0.1 -0.1 0.1 0.429
H -3.437 -3.630 -4.234 0.0 0.0 0.0 0.249
H -3.075 -2.287 -3.116 0.0 0.0 0.0 0.272
H -4.068 -3.633 -2.584 0.0 0.0 0.0 0.332
H -2.230 -6.222 -4.043 0.0 0.0 0.0 0.302
H -2.933 -6.478 -2.437 0.0 0.0 0.0 0.240
H -1.216 -6.765 -2.695 0.0 0.0 0.0 0.229
H -2.043 -5.251 2.978 0.0 0.0 0.0 0.257
H -3.591 -4.429 3.207 0.0 0.0 0.0 0.394
H -2.105 -3.492 2.971 0.0 0.0 0.0 0.232
H -2.715 -6.971 0.685 0.0 0.0 0.0 0.192
H -3.917 -6.412 -0.479 0.0 0.0 0.0 0.257
H -4.332 -6.499 1.239 0.0 0.0 0.0 0.345
H -4.302 -2.468 0.035 0.0 0.0 0.0 0.305
H -5.097 -3.285 1.387 0.0 0.0 0.0 0.408
H -5.191 -3.968 -0.239 0.0 0.0 0.0 0.305
H 2.125 -4.683 -1.787 0.0 0.0 0.0 0.292
H 3.075 -4.874 -0.305 0.0 0.0 0.0 0.397
H 2.336 -3.310 -0.695 0.0 0.0 0.0 0.167
H 0.346 -7.053 -0.985 0.0 0.0 0.0 0.232
H -0.333 -7.155 0.639 0.0 0.0 0.0 0.226
H 1.421 -7.250 0.410 0.0 0.0 0.0 0.371
H 1.208 -3.501 2.247 0.0 0.0 0.0 0.019
H 2.009 -5.072 2.304 0.0 0.0 0.0 0.407
H 0.295 -4.938 2.722 0.0 0.0 0.0 0.243
```
Positions in Å, forces in eV/Å.


Below is 13 unconnected molecules or ions with the total composition C39H65ClN9O16, with properties calculated with ωB97M-V/def2-TZVPD.

Its net charge is -1. The value obtained for the HOMO energy is -3.559 eV. The total energy comes out at -100166.0815 eV. The value obtained for the frontier orbital gap is 5.2 eV. The calculation puts the max |F| at 2.5 eV/A. The calculation puts the LUMO energy at 1.6292 eV.

The geometry in XYZ format:
```
130
Properties=species:S:1:pos:R:3:forces:R:3:mulliken_charge:R:1
C 3.930 -2.957 4.704 0.0 -0.4 0.2 -0.833
C 2.866 -3.608 3.826 -0.7 0.0 0.0 -0.416
N 1.506 -3.149 4.162 -1.4 0.8 -0.4 0.275
C 0.620 -3.711 5.049 0.0 -0.4 0.3 -0.592
C -0.487 -2.911 5.136 1.0 0.5 0.3 -0.494
N -0.249 -1.826 4.296 0.7 -1.5 0.1 0.387
C 0.898 -2.052 3.683 1.7 0.5 -0.4 -0.308
C -1.059 -0.651 4.124 -0.3 1.4 0.7 -0.845
H 3.933 -1.867 4.701 -0.3 0.0 -0.3 0.025
H 4.919 -3.297 4.396 0.0 0.0 -0.1 0.389
H 3.786 -3.265 5.741 0.0 0.0 0.0 0.378
H 2.787 -4.686 3.963 0.5 0.0 0.0 0.295
H 3.004 -3.443 2.758 0.1 0.2 0.0 0.202
H 0.889 -4.670 5.460 -0.4 0.1 0.4 0.463
H -1.288 -2.862 5.853 -0.3 -0.4 -0.3 0.454
H 1.424 -1.429 2.964 -0.4 0.6 0.1 0.635
H -1.024 -0.012 5.015 0.2 -0.5 0.3 0.255
H -2.112 -0.911 4.011 -0.1 -0.2 -0.6 0.243
H -0.559 0.017 3.419 -0.4 -0.4 -0.6 0.299
C 1.668 -1.688 -1.616 0.3 0.6 -0.5 -0.394
C 1.316 -1.489 -0.164 0.3 -0.7 0.8 -0.903
N -0.053 -1.030 0.042 0.0 2.2 1.1 1.568
C -1.227 -1.729 0.162 0.2 -1.1 -0.9 -1.169
C -2.235 -0.842 0.292 -0.3 0.4 0.4 -0.888
N -1.650 0.396 0.431 0.8 0.5 -0.7 1.578
C -0.333 0.274 0.257 -0.3 -0.7 0.0 -1.057
C -2.358 1.659 0.571 -0.6 0.6 -0.1 -1.259
H 2.756 -1.721 -1.701 0.0 -0.5 0.0 0.833
H 1.433 -0.794 -2.201 -0.2 0.2 0.3 -0.184
H 1.182 -2.506 -2.143 0.0 -0.3 0.5 -0.216
H 2.022 -0.802 0.307 -0.4 0.5 -0.2 -0.026
H 1.422 -2.356 0.494 0.0 -0.5 -0.6 0.387
H -1.231 -2.804 0.065 -0.2 0.1 -0.2 0.680
H -3.310 -0.926 0.236 0.1 -0.3 0.5 0.680
H 0.374 1.085 0.322 0.2 -0.2 0.1 0.321
H -2.567 1.958 1.596 -0.1 -0.6 0.2 0.290
H -3.294 1.548 0.029 -0.1 0.1 0.2 0.403
H -1.841 2.519 0.145 0.4 -0.4 -0.3 0.139
Cl -0.910 -5.437 -2.155 -1.1 -0.7 -1.3 1.716
O 0.455 -5.229 -1.724 0.0 0.2 0.4 -0.642
O -1.650 -4.205 -2.224 0.1 1.3 0.8 -0.615
O -0.892 -5.921 -3.523 0.4 -0.7 0.3 -0.727
O -1.616 -6.343 -1.274 0.8 0.2 -0.3 -0.704
C 3.580 1.196 4.652 -0.2 1.4 0.7 -0.911
C 2.459 1.777 3.805 -1.4 -0.5 -1.0 -0.713
O 2.037 0.991 2.746 0.4 -0.2 0.1 -0.425
H 3.252 0.284 5.151 0.2 -0.3 -0.4 0.077
H 3.689 1.931 5.463 0.4 -0.1 0.1 0.411
H 4.541 1.145 4.138 0.0 -0.4 -0.1 0.130
H 2.651 2.820 3.487 0.8 0.1 -0.1 0.265
H 1.630 1.987 4.514 -0.2 -0.3 0.3 0.308
C -4.300 0.864 4.174 0.0 1.7 -1.0 -0.333
C -4.266 -0.197 3.065 0.7 -1.2 1.4 0.955
O -4.424 -1.441 3.605 0.1 0.4 -0.4 -0.955
H -3.348 0.877 4.708 -0.4 -0.5 0.7 -0.041
H -5.218 0.849 4.762 0.3 -0.6 0.4 0.435
H -4.304 1.894 3.764 0.0 -0.1 -0.3 -0.238
H -3.222 -0.133 2.667 -0.1 0.6 -0.6 -0.795
H -4.939 0.100 2.237 -0.3 -0.1 -0.1 0.124
C -5.014 -1.520 -2.641 -0.9 -0.6 -1.0 -0.583
N -5.811 -1.890 -1.433 2.0 -0.2 0.6 0.936
O -6.411 -2.936 -1.428 -0.5 0.1 -0.4 -0.573
O -5.650 -1.166 -0.469 -0.5 0.3 0.2 -0.536
H -4.522 -0.565 -2.542 -0.3 0.1 0.2 0.214
H -5.759 -1.568 -3.436 0.2 0.4 -0.2 0.328
H -4.283 -2.289 -2.891 0.0 -0.2 0.5 0.231
C 4.432 2.796 0.121 0.7 -0.5 0.1 -0.509
N 4.470 1.491 -0.615 0.0 0.8 0.0 0.954
O 3.426 0.982 -0.926 -0.4 -0.4 -0.1 -0.347
O 5.576 1.045 -0.854 0.0 -0.2 0.0 -0.621
H 4.541 2.510 1.168 -0.3 0.2 0.1 0.158
H 3.516 3.340 -0.070 0.0 -0.1 0.0 0.079
H 5.344 3.293 -0.198 -0.2 0.3 0.0 0.372
C 5.663 -0.579 1.974 -0.6 1.0 -0.6 -0.706
N 5.440 -1.908 1.370 1.2 -0.6 -0.2 0.943
O 4.440 -2.107 0.729 -0.9 0.3 0.0 -0.453
O 6.335 -2.725 1.461 0.3 0.0 0.5 -0.594
H 6.202 -0.588 2.914 -0.2 -0.5 0.1 0.348
H 4.681 -0.103 2.010 0.0 0.0 0.4 0.008
H 6.249 -0.012 1.250 0.1 -0.2 -0.1 0.383
C 2.311 -4.154 -4.170 -1.3 -0.7 -0.8 -0.402
N 3.528 -4.330 -5.000 0.1 1.2 0.9 1.017
O 3.405 -4.262 -6.203 0.1 -0.4 -0.3 -0.570
O 4.581 -4.421 -4.399 0.2 -0.4 -0.2 -0.584
H 1.569 -3.687 -4.815 0.1 0.4 0.1 0.211
H 2.471 -3.628 -3.240 0.5 -0.2 -0.1 0.079
H 1.875 -5.141 -4.011 0.3 -0.1 0.4 0.381
C -6.255 4.659 2.659 0.4 -0.4 -1.3 -0.840
N -4.836 4.212 2.497 1.2 1.6 0.5 0.916
O -4.081 4.405 3.426 -0.3 -0.2 0.6 -0.504
O -4.452 3.832 1.418 -0.5 -0.6 -0.7 -0.508
H -6.555 4.744 1.617 -0.7 -0.5 0.2 0.302
H -6.306 5.669 3.049 0.3 -0.3 0.7 0.297
H -6.717 3.868 3.242 -0.4 0.3 0.0 0.316
C -1.060 6.343 -0.405 -0.5 -0.3 -1.2 -0.356
C -0.841 6.006 0.909 0.4 0.5 -0.7 -0.731
C 0.025 4.951 1.192 -1.2 0.3 1.4 -0.731
C 0.528 4.128 0.209 0.3 0.7 -0.5 -0.108
C 0.279 4.488 -1.122 0.0 -0.4 -0.3 0.278
C -0.528 5.569 -1.439 0.3 0.2 0.7 -0.503
H -1.722 7.145 -0.711 0.0 0.2 0.4 0.326
H -1.307 6.661 1.634 0.2 -0.4 0.5 0.426
H 0.127 4.777 2.258 0.5 -0.5 -0.1 0.383
H 1.170 3.297 0.474 -0.1 -0.1 0.0 0.411
H 0.697 3.913 -1.940 0.1 -0.2 0.2 0.099
H -0.717 5.869 -2.461 0.0 -0.2 -0.1 0.406
C 0.886 0.303 -5.599 -1.6 0.1 0.0 -1.014
C 1.982 -0.234 -4.982 0.9 -0.9 -0.5 0.355
C 2.734 0.499 -4.088 -0.6 1.1 -0.6 -0.594
C 2.264 1.794 -3.768 1.1 -1.5 0.7 -0.524
C 1.055 2.260 -4.235 -0.3 0.2 -0.9 -0.828
C 0.363 1.518 -5.210 0.7 0.6 0.4 -0.114
H 0.300 -0.280 -6.298 0.3 -0.1 -0.1 0.378
H 2.250 -1.224 -5.340 0.4 0.0 0.4 0.504
H 3.707 0.170 -3.753 -0.1 -0.1 0.3 0.448
H 2.926 2.295 -3.073 -0.5 0.6 0.0 0.374
H 0.698 3.245 -3.961 0.0 0.0 0.1 0.659
H -0.519 1.892 -5.711 -0.1 0.1 0.2 0.453
C -1.847 -1.545 -4.799 0.6 -0.4 0.9 -0.942
C -1.677 -0.773 -3.648 -0.3 -0.3 -0.2 0.932
C -2.380 0.403 -3.555 -0.8 1.4 -0.3 -0.232
C -3.180 0.871 -4.619 1.3 -0.3 0.0 -0.415
C -3.184 0.159 -5.806 -1.0 0.1 0.2 -0.615
C -2.586 -1.090 -5.860 0.1 -0.2 -0.5 -0.480
H -1.376 -2.521 -4.788 -0.1 0.0 -0.3 0.410
H -1.046 -1.158 -2.858 -0.1 0.1 0.1 -0.205
H -2.369 1.079 -2.705 0.4 -0.4 0.3 0.290
H -3.646 1.845 -4.561 -0.2 -0.1 0.1 0.377
H -3.793 0.517 -6.628 0.2 0.0 -0.1 0.402
H -2.681 -1.714 -6.740 0.0 0.1 0.0 0.425
```
Positions in Å, forces in eV/Å.


Among the records above, which one has the lowest frontier orbital gap?
C39H64GeN4O2SSi4Sn


Among the records above, which one has the highest max |F|?
C39H65ClN9O16


Number 2 is which compound?
C39H65ClN9O16